(1)
24
Properties=species:S:1:pos:R:3:lowdin_charge:R:1 method="wB97M-V/def2-TZVPD" energy_ev=-16639.4880 e_above_lowest_kj_mol=243.4 smiles=O.O.O.O.O.O.O.O lumo_ev=-0.699
O -8.474 -13.761 10.570 -0.02
H -8.290 -14.537 10.043 0.09
H -9.375 -13.647 10.839 0.07
O -7.539 -12.378 12.698 -0.05
H -7.873 -13.022 12.075 0.00
H -8.160 -11.711 12.984 0.02
O -7.767 -12.198 8.394 -0.07
H -8.084 -12.691 9.186 -0.01
H -7.973 -12.776 7.663 0.02
O -5.212 -14.219 11.696 -0.07
H -4.953 -13.940 10.788 0.05
H -5.785 -13.469 11.912 -0.02
O -5.941 -12.785 15.026 -0.05
H -6.570 -12.884 14.318 -0.03
H -5.134 -12.631 14.550 0.02
O -9.808 -9.643 15.399 -0.08
H -9.984 -10.273 14.678 -0.03
H -8.863 -9.748 15.573 0.03
O -5.240 -10.941 11.237 -0.03
H -5.088 -10.005 11.270 0.03
H -6.088 -10.956 11.633 -0.02
O -9.987 -11.121 13.156 -0.01
H -9.913 -10.398 12.572 0.06
H -10.604 -11.755 12.769 0.09

***

(2)
24
Properties=species:S:1:pos:R:3:lowdin_charge:R:1 method="wB97M-V/def2-TZVPD" energy_ev=-16638.2776 e_above_lowest_kj_mol=360.2 smiles=O.O.O.O.O.O.O.O lumo_ev=-0.273
O 3.032 -1.887 1.354 -0.10
H 3.690 -1.160 1.539 0.07
H 2.110 -1.550 1.288 0.02
O -1.228 -1.522 2.292 -0.13
H -0.923 -1.615 3.353 0.18
H -1.965 -2.188 2.305 0.07
O -2.042 0.616 -2.209 -0.06
H -2.702 1.273 -1.932 0.07
H -2.331 -0.018 -2.929 0.11
O -0.042 -0.305 -0.331 0.02
H -0.585 -0.752 0.302 0.03
H -0.734 0.038 -0.781 -0.03
O 0.747 -1.673 -2.542 -0.14
H 0.463 -1.289 -1.643 0.00
H 1.558 -2.184 -2.252 0.05
O 0.079 2.560 -3.084 0.03
H -0.634 2.079 -2.915 -0.09
H 0.283 2.294 -3.945 0.02
O 1.744 1.157 1.451 0.00
H 1.241 0.737 0.868 -0.10
H 1.389 2.023 1.612 0.03
O -0.809 1.193 2.966 -0.10
H -1.053 0.253 2.707 0.00
H -1.290 1.923 2.527 0.05

***

(3)
24
Properties=species:S:1:pos:R:3:lowdin_charge:R:1 method="wB97M-V/def2-TZVPD" energy_ev=-16639.5948 e_above_lowest_kj_mol=233.1 smiles=O.O.O.O.O.O.O.O lumo_ev=-0.383
O 18.141 6.280 18.875 -0.05
H 18.866 6.551 18.298 0.02
H 18.432 5.465 19.219 -0.06
O 19.288 3.990 15.109 -0.06
H 19.831 3.419 15.615 -0.05
H 18.341 3.881 15.389 0.07
O 21.392 2.874 16.454 -0.04
H 22.028 3.505 16.042 0.10
H 21.872 2.107 16.711 0.05
O 20.636 1.022 18.957 -0.07
H 20.034 1.498 18.378 0.01
H 20.166 0.852 19.794 -0.02
O 18.152 3.820 20.372 0.00
H 17.797 4.014 21.219 0.06
H 17.596 3.152 19.990 0.07
O 20.277 4.408 18.559 -0.02
H 20.666 3.856 17.914 -0.02
H 19.790 3.976 19.221 -0.01
O 20.905 6.441 16.790 -0.06
H 20.809 5.754 17.489 0.00
H 21.290 5.920 16.082 0.01
O 19.344 1.130 21.245 -0.01
H 18.470 0.786 21.402 0.06
H 19.189 2.055 21.216 0.01

***

| no. | HOMO level (eV) |
| --- | --- |
| 1 | -10.69 |
| 2 | -10.52 |
| 3 | -10.62 |